No. 1
Density functional theory data (ωB97M-V/def2-TZVPD) for C22H35AlN3O3SSi4 as an isolated structure.

Structure (XYZ):
```
69
Properties=species:S:1:pos:R:3:forces:R:3:nbo_charge:R:1
Al 0.760 1.305 0.843 3.2 3.3 0.3 1.810
O -0.220 2.766 4.588 0.0 0.1 0.0 -0.633
C 0.286 2.298 3.575 -0.2 -0.2 0.0 0.636
N -0.007 2.472 2.272 -0.1 -0.2 -0.3 -0.838
C -0.826 3.538 1.816 0.0 -0.2 -0.5 0.604
O -1.553 4.237 2.519 -0.1 0.1 0.1 -0.652
C -0.665 3.720 0.378 0.2 -0.1 0.6 -0.038
C -1.201 4.826 -0.302 -0.1 0.1 -0.1 -0.193
C -0.886 5.056 -1.611 0.2 -0.2 -0.1 -0.270
C -0.002 4.129 -2.278 -0.1 0.1 0.4 -0.378
C 0.476 3.063 -1.565 0.1 -0.1 -0.4 0.139
N 0.191 2.833 -0.268 -0.8 -0.4 -0.1 -0.691
C 1.477 1.373 3.746 0.0 0.2 0.4 0.148
C 1.978 1.075 5.010 -0.1 0.1 -0.1 -0.225
C 3.115 0.299 5.101 0.0 0.0 0.0 -0.188
C 3.722 -0.151 3.931 0.0 0.1 0.1 -0.271
C 3.154 0.190 2.721 0.1 -0.1 -0.2 0.073
N 2.053 0.935 2.639 -0.5 -0.6 -0.5 -0.469
H -1.843 5.485 0.268 0.0 0.0 0.0 0.219
H -1.280 5.919 -2.133 0.0 0.0 0.0 0.185
H 0.289 4.244 -3.312 0.0 0.0 0.0 0.198
H 1.123 2.317 -2.029 -0.1 0.2 0.2 0.206
H 1.454 1.474 5.867 0.0 0.0 0.0 0.238
H 3.535 0.050 6.069 0.0 0.0 0.0 0.197
H 4.618 -0.756 3.950 0.0 0.0 0.0 0.208
H 3.582 -0.131 1.776 -0.1 0.1 0.0 0.232
C 1.248 -0.045 -3.803 0.1 0.3 -0.1 -1.115
Si 0.867 -1.358 -2.523 0.8 -0.1 -0.4 1.238
C -0.021 -2.697 -3.575 -0.2 0.1 0.2 -1.096
C 2.474 -2.211 -2.022 0.0 0.0 0.1 -1.113
Si -0.302 -0.717 -0.651 -1.1 -3.6 -3.9 0.569
Si -0.345 -2.660 0.698 -0.5 -1.5 -1.1 1.251
C -0.817 -4.300 -0.187 0.0 -0.2 0.2 -1.118
C -1.552 -2.629 2.159 0.1 0.1 -0.1 -1.101
C 1.365 -3.032 1.435 -0.2 0.2 0.1 -1.099
Si -2.442 -0.120 -1.122 -0.9 0.5 -0.7 1.180
C -3.419 -1.488 -2.009 0.1 0.0 0.0 -1.090
C -3.360 0.254 0.481 0.0 0.1 0.0 -1.096
C -2.604 1.441 -2.210 0.2 0.1 0.2 -1.092
H 1.925 -0.474 -4.551 0.0 0.0 0.0 0.213
H 1.718 0.861 -3.395 -0.1 -0.3 0.0 0.250
H 0.320 0.231 -4.307 0.0 0.1 -0.1 0.216
H 0.599 -3.028 -4.421 0.0 0.2 0.2 0.213
H -0.960 -2.308 -3.977 0.0 0.0 -0.1 0.216
H -0.266 -3.573 -2.970 0.0 0.0 0.0 0.225
H 3.125 -2.376 -2.887 0.0 0.0 0.0 0.216
H 2.215 -3.189 -1.604 0.1 0.0 0.0 0.212
H 3.027 -1.640 -1.272 0.0 0.0 -0.1 0.256
H -1.820 -4.234 -0.620 0.0 0.0 0.0 0.214
H -0.803 -5.158 0.499 0.0 0.0 0.0 0.199
H -0.123 -4.518 -1.005 0.0 0.0 0.0 0.213
H -2.593 -2.744 1.839 0.1 0.1 0.0 0.219
H -1.443 -1.684 2.688 -0.1 0.1 0.2 0.242
H -1.321 -3.460 2.834 0.0 0.1 0.0 0.208
H 2.084 -3.368 0.684 -0.1 0.1 0.0 0.228
H 1.285 -3.812 2.202 0.0 0.1 0.0 0.207
H 1.740 -2.120 1.899 0.2 0.0 0.1 0.235
H -3.438 -2.399 -1.406 0.0 0.0 0.0 0.224
H -2.944 -1.734 -2.961 0.0 0.0 0.0 0.223
H -4.454 -1.187 -2.210 0.1 0.0 0.0 0.212
H -3.548 -0.644 1.075 0.0 0.0 0.0 0.225
H -4.319 0.734 0.260 0.0 0.0 0.0 0.216
H -2.766 0.934 1.097 -0.1 0.1 0.0 0.253
H -2.239 1.292 -3.232 -0.1 -0.1 0.1 0.221
H -2.023 2.286 -1.804 -0.3 -0.3 0.0 0.256
H -3.655 1.746 -2.255 0.0 0.0 -0.1 0.209
S 3.833 1.384 -0.989 1.2 0.0 -0.6 -0.234
C 2.464 1.354 -0.205 -1.9 -0.8 1.0 -0.951
O -0.041 -0.176 0.754 0.8 2.3 5.1 -1.405
```
Forces are in eV/Å.

Properties
LUMO (alpha / beta) (eV): 4.63 / 4.62
Orbital gap (alpha / beta) (Ha): 0.1361 / 0.1206
Relative energy (zero: lowest compared OMol25 entry of this formula, charge and spin) (kJ/mol): 0.0
Charge: -2
2S+1: 2

No. 2
Density functional theory data (ωB97M-V/def2-TZVPD) for C15H27IrN7O2S as an isolated structure.

Structure (XYZ):
```
53
Properties=species:S:1:pos:R:3:forces:R:3:nbo_charge:R:1
Ir 0.043 -0.016 0.045 0.0 0.0 0.2 1.289
C -0.083 -1.065 4.756 0.0 0.0 0.0 -0.432
N 1.140 -0.499 4.174 0.0 0.0 0.0 -0.352
C 2.272 -0.207 5.071 0.0 0.0 0.0 -0.447
C 1.163 -0.203 2.880 0.0 0.0 0.0 0.661
N 0.137 -0.338 2.070 0.0 0.0 0.1 -0.826
N 2.385 0.269 2.396 0.0 0.0 0.0 -0.580
C 2.750 0.615 1.135 0.1 0.0 0.0 0.687
N 4.006 0.982 0.948 0.0 0.0 0.0 -0.711
N 1.895 0.570 0.108 -0.1 0.1 -0.1 -0.776
H 0.151 -1.459 5.740 0.0 0.0 0.0 0.265
H -0.444 -1.900 4.154 0.0 0.0 0.0 0.217
H -0.859 -0.304 4.866 0.0 0.0 0.0 0.225
H 1.978 -0.459 6.083 0.0 0.0 0.0 0.272
H 2.522 0.856 5.061 0.0 0.0 0.0 0.227
H 3.142 -0.822 4.829 0.0 0.0 0.0 0.227
H -0.687 -0.660 2.559 0.0 0.0 0.0 0.403
H 3.122 0.305 3.086 0.0 0.0 0.0 0.446
H 4.689 1.003 1.692 0.0 0.0 0.0 0.442
H 4.341 1.257 0.036 0.0 0.0 0.0 0.445
H 2.312 0.869 -0.768 0.0 0.0 0.0 0.420
C -1.433 -2.769 -0.029 0.0 0.0 0.1 -0.252
O -1.589 -1.330 -0.162 0.0 0.2 -0.1 -0.526
C -2.840 -0.797 0.317 -0.1 0.1 -0.1 -0.104
C -2.865 0.601 -0.230 0.1 -0.2 0.0 -0.101
O -1.590 1.226 0.156 0.2 0.0 0.0 -0.489
C -1.692 2.136 1.301 0.0 0.0 0.0 -0.255
H -2.283 -3.241 -0.518 0.0 0.0 0.0 0.234
H -1.388 -3.045 1.024 0.0 0.0 0.0 0.200
H -0.520 -3.034 -0.550 0.0 0.0 0.0 0.229
H -2.872 -0.829 1.410 0.0 0.0 0.0 0.197
H -3.659 -1.396 -0.083 0.0 0.0 0.0 0.258
H -3.671 1.218 0.158 -0.1 0.0 0.0 0.253
H -2.878 0.595 -1.319 0.0 0.0 0.0 0.240
H -2.348 2.950 1.000 0.0 0.0 0.0 0.237
H -0.692 2.507 1.499 0.0 0.0 0.0 0.223
H -2.100 1.610 2.162 0.0 0.0 0.0 0.206
N -0.881 2.178 -2.548 -0.1 0.0 0.1 -0.772
C -0.286 1.030 -2.881 0.1 -0.2 0.0 0.288
N 0.153 0.117 -2.017 -0.1 0.1 -0.1 -0.612
C 0.799 -0.946 -2.692 0.0 -0.1 -0.1 0.173
C 1.440 -2.036 -2.106 0.0 0.1 -0.1 -0.305
C 2.019 -2.988 -2.930 0.0 0.0 0.0 -0.159
C 1.969 -2.863 -4.318 0.0 0.0 0.0 -0.178
C 1.351 -1.774 -4.908 0.0 0.0 0.0 -0.170
C 0.777 -0.822 -4.078 0.0 -0.1 0.1 -0.238
S -0.027 0.653 -4.545 0.0 0.0 0.0 0.506
H -1.005 2.441 -1.587 0.0 0.0 0.0 0.411
H -1.154 2.837 -3.260 0.0 0.0 0.0 0.442
H 1.513 -2.150 -1.029 0.0 0.0 0.0 0.200
H 2.520 -3.838 -2.489 0.0 0.0 0.0 0.244
H 2.425 -3.618 -4.942 0.0 0.0 0.0 0.258
H 1.322 -1.668 -5.984 0.0 0.0 0.0 0.259
```
Forces are in eV/Å.

Properties
LUMO (alpha / beta) (eV): -10.99 / -10.99
Orbital gap (alpha / beta) (Ha): 0.2068 / 0.2068
Relative energy (zero: lowest compared OMol25 entry of this formula, charge and spin) (kJ/mol): 0.0
Charge: +3

No. 3
Density functional theory data (ωB97M-V/def2-TZVPD) for a 2-piece molecular cluster, C5H13NO2 overall.

Structure (XYZ):
```
21
Properties=species:S:1:pos:R:3:forces:R:3:nbo_charge:R:1
C -1.206 -0.077 0.721 0.5 5.0 0.4 -0.629
C -0.268 0.294 -0.485 -2.8 -0.8 0.3 -0.020
N 0.201 1.692 -0.536 2.0 -3.5 -0.2 -0.839
C 0.786 -0.830 -0.436 0.4 2.4 -1.0 -0.435
C 0.974 -1.250 -1.919 3.4 0.0 1.8 -0.508
C 2.517 -1.355 -2.025 -1.6 -1.3 -3.4 0.436
O 2.923 -2.158 -2.848 1.1 0.7 1.4 -0.529
H -1.884 0.835 0.840 0.3 -1.2 0.0 0.189
H -0.665 -0.113 1.706 -0.3 -0.5 -1.0 0.199
H -1.801 -0.879 0.463 -1.1 -2.0 -0.1 0.214
H -0.898 0.211 -1.483 1.1 -0.1 2.1 0.179
H 0.397 2.095 0.327 0.5 0.5 1.9 0.352
H -0.437 2.243 -0.971 -2.2 1.8 -1.6 0.359
H 1.655 -0.213 0.030 -0.7 -1.6 -1.0 0.211
H 0.587 -1.693 0.224 -0.3 0.6 -0.4 0.222
H 0.572 -2.244 -2.197 -0.1 0.9 0.0 0.242
H 0.824 -0.426 -2.644 -0.6 -0.5 0.5 0.235
H 3.107 -0.522 -1.593 0.2 -0.5 0.2 0.123
O -2.593 1.805 4.422 1.2 0.5 -3.0 -0.941
H -2.170 1.594 3.504 -1.2 0.4 2.7 0.473
H -2.620 0.990 4.900 0.1 -0.9 0.3 0.469
```
Forces are in eV/Å.

Properties
LUMO (eV): 0.61
Orbital gap (Ha): 0.3609
SMILES: C[C@@H](N)CCC=O.O
Relative energy (zero: lowest compared OMol25 entry of this formula, charge and spin) (kJ/mol): 301.7
Charge: 0

No. 4
Density functional theory data (ωB97M-V/def2-TZVPD) for CBrIN4 as an isolated structure.

Structure (XYZ):
```
7
Properties=species:S:1:pos:R:3:forces:R:3:nbo_charge:R:1
C -0.553 -1.786 0.036 -1.8 0.6 0.4 0.073
N -1.652 -1.464 0.204 0.8 -0.5 -0.3 -0.317
N 0.463 0.796 0.502 1.6 -1.5 1.9 -0.534
N -1.302 1.857 -0.536 -1.1 0.4 -0.3 -0.026
N -0.440 1.364 -0.032 -0.9 1.2 -1.3 0.221
Br 1.165 -2.115 -0.134 0.9 -0.7 -0.2 0.243
I 2.319 1.348 -0.040 0.6 0.4 -0.2 0.340
```
Forces are in eV/Å.

Properties
LUMO (eV): -1.17
Orbital gap (Ha): 0.3092
Relative energy (zero: lowest compared OMol25 entry of this formula, charge and spin) (kJ/mol): 109.2
Charge: 0

No. 5
Density functional theory data (ωB97M-V/def2-TZVPD) for the molecule C7H12.

Structure (XYZ):
```
19
Properties=species:S:1:pos:R:3:forces:R:3:nbo_charge:R:1
C -0.203 -1.110 1.925 0.1 -0.1 -0.1 -0.614
C 0.070 0.283 1.384 0.0 0.0 0.1 -0.203
C 0.852 0.887 0.208 0.1 0.3 -0.1 -0.227
C 1.183 0.508 -1.227 0.1 -0.1 -0.1 -0.389
C 0.150 -0.527 -1.660 0.0 -0.1 0.0 -0.408
C -1.108 -0.137 -0.837 -0.1 0.0 0.0 -0.415
C -0.654 0.884 0.218 -0.2 0.1 0.0 -0.243
H 0.598 -1.435 2.598 0.0 0.0 -0.2 0.214
H -1.125 -1.075 2.525 0.2 0.0 -0.2 0.212
H -0.339 -1.883 1.165 0.1 0.1 0.0 0.207
H 0.200 0.971 2.221 -0.1 -0.1 -0.2 0.213
H 1.372 1.784 0.539 -0.2 0.0 -0.1 0.210
H 0.909 1.445 -1.742 0.4 -0.2 -0.1 0.195
H 2.223 0.290 -1.483 -0.1 -0.2 0.2 0.209
H -0.037 -0.472 -2.738 0.0 -0.1 0.2 0.208
H 0.490 -1.546 -1.445 -0.1 0.2 0.1 0.199
H -1.557 -1.021 -0.372 0.0 0.2 -0.1 0.208
H -1.880 0.303 -1.473 0.1 0.0 0.0 0.214
H -1.144 1.851 0.191 -0.3 -0.1 0.5 0.211
```
Forces are in eV/Å.

Properties
LUMO (eV): 1.11
Orbital gap (Ha): 0.3857
SMILES: C[C@H]1[C@H]2CCC[C@@H]12
Relative energy (zero: lowest compared OMol25 entry of this formula, charge and spin) (kJ/mol): 116.3
Charge: 0

No. 6
Density functional theory data (ωB97M-V/def2-TZVPD) for a 2-piece molecular cluster, C10H21N4O7 overall.

Structure (XYZ):
```
42
Properties=species:S:1:pos:R:3:forces:R:3:nbo_charge:R:1
C -1.111 -1.103 2.787 0.4 0.2 0.1 -0.493
C -0.292 -0.987 1.702 -0.2 -0.1 0.9 0.048
N -0.743 -0.601 0.385 1.4 -0.2 -0.2 -0.470
C -0.673 0.874 0.328 -0.7 0.2 1.1 -0.057
N -1.960 1.456 -0.155 1.0 0.7 -0.3 -0.815
C 0.038 -1.258 -0.681 -0.1 -1.7 -0.7 0.134
N 1.484 -1.049 -0.583 -0.1 0.9 0.1 -0.844
C -0.552 -0.970 -2.144 -0.5 -0.8 0.6 -0.099
O 0.386 -0.321 -3.021 -1.0 0.8 -0.5 -0.571
C 0.119 1.052 -3.188 0.4 0.8 1.3 0.247
O 0.700 1.609 -4.355 0.0 -1.2 0.1 -0.543
C 1.906 0.950 -4.734 1.0 0.8 -0.6 -0.096
C 3.070 1.040 -3.675 -0.3 -0.4 -0.4 -0.085
O 3.801 -0.186 -3.711 0.3 0.2 0.0 -0.732
C -0.179 -2.828 -0.482 -1.7 -2.6 1.0 0.727
O 0.778 -3.619 -0.576 1.3 1.2 -0.7 -0.757
O -1.344 -3.279 -0.214 0.6 2.1 -0.5 -0.780
H -2.049 -1.692 2.800 0.0 1.5 -0.5 0.214
H -0.758 -0.588 3.727 0.1 -1.8 -0.6 0.191
H 0.798 -1.172 1.871 -0.6 1.2 -0.4 0.194
H 0.221 1.278 -0.209 -0.5 -0.5 0.1 0.142
H -0.578 1.223 1.387 0.0 -0.2 -0.9 0.201
H -1.938 1.485 -1.179 -0.2 -0.2 0.3 0.335
H -1.906 2.449 0.107 -0.2 -0.4 -0.1 0.337
H 1.749 -0.073 -0.725 -0.2 -0.2 -0.1 0.329
H 1.997 -1.600 -1.267 -0.4 -0.2 0.3 0.389
H -1.532 -0.438 -2.063 0.8 -0.1 -0.2 0.181
H -0.791 -1.952 -2.623 0.3 0.8 0.5 0.222
H -0.975 1.291 -3.191 0.7 -0.4 -0.3 0.152
H 0.571 1.592 -2.305 -0.4 -0.3 -0.6 0.118
H 2.275 1.491 -5.644 -0.5 -0.4 0.7 0.183
H 1.741 -0.103 -5.078 0.0 0.7 0.7 0.184
H 2.725 1.270 -2.640 -0.1 -0.3 -0.7 0.166
H 3.792 1.848 -3.955 -0.6 -0.7 0.2 0.170
H 3.204 -0.945 -3.786 -0.1 0.5 0.2 0.477
C -2.647 0.521 6.740 -0.2 0.0 -0.2 -0.486
N -1.162 0.592 6.705 0.1 0.0 -0.1 0.534
O -0.648 1.011 5.688 0.0 0.0 0.3 -0.358
O -0.571 0.223 7.702 -0.1 0.1 -0.2 -0.389
H -3.036 0.879 5.791 0.1 0.0 0.0 0.237
H -2.922 -0.518 6.903 0.0 0.1 0.1 0.237
H -2.986 1.151 7.559 0.1 -0.1 0.0 0.226
```
Forces are in eV/Å.

Properties
LUMO (eV): 2.03
Orbital gap (Ha): 0.2208
Charge: -1

No. 7
Density functional theory data (ωB97M-V/def2-TZVPD) for the molecule C4H12N2.

Structure (XYZ):
```
18
Properties=species:S:1:pos:R:3:forces:R:3:nbo_charge:R:1
C 2.675 -0.084 -0.325 0.4 0.0 0.0 -0.408
N 1.461 0.170 0.412 0.0 0.1 0.4 -0.627
C 0.276 -0.335 -0.246 -0.3 0.1 -0.1 -0.225
C -1.003 0.324 0.301 0.5 -0.7 -0.2 -0.041
C -2.131 0.224 -0.720 0.7 1.0 0.2 -0.612
N -1.440 -0.208 1.563 -0.6 0.2 0.8 -0.869
H 2.796 -1.151 -0.493 -0.1 -0.2 0.0 0.192
H 2.714 0.411 -1.304 -0.1 0.0 -0.1 0.161
H 3.553 0.228 0.236 0.0 0.1 0.1 0.199
H 1.349 1.156 0.607 0.1 0.1 -0.1 0.349
H 0.316 -0.192 -1.339 0.1 0.1 0.0 0.154
H 0.209 -1.407 -0.052 0.0 -0.2 -0.2 0.185
H -0.753 1.376 0.452 -0.1 0.3 0.0 0.164
H -3.008 0.699 -0.293 -0.4 -0.5 0.0 0.220
H -2.258 -0.785 -1.087 -0.4 -0.3 0.1 0.206
H -1.855 0.853 -1.560 0.0 0.0 -0.3 0.210
H -0.774 -0.333 2.312 0.1 0.0 -0.4 0.377
H -2.125 -0.946 1.536 0.2 -0.1 -0.2 0.364
```
Forces are in eV/Å.

Properties
LUMO (eV): 1.20
Orbital gap (Ha): 0.3615
SMILES: CNC[C@@H](C)N
Relative energy (zero: lowest compared OMol25 entry of this formula, charge and spin) (kJ/mol): 58.3
Charge: 0